Record 1
Here is a molecular structure, C20H55N7O9 at a distorted geometry from the Open Molecules 2025 dataset. Energies are from ωB97M-V/def2-TZVPD.

Element x y z (Å)
C (0.082289, 4.140499, -0.858314)
O (-0.588001, 3.919389, -1.823064)
N (0.174409, 3.339109, 0.194376)
N (0.602379, 5.285849, -0.546174)
H (0.768289, 3.693839, 0.930286)
H (-0.181821, 2.395469, 0.246676)
H (0.984149, 5.476839, 0.369186)
H (0.486739, 6.036929, -1.211454)
C (0.478119, 1.309589, -2.717814)
O (-0.278341, 0.820939, -1.917414)
N (0.904899, 0.786709, -3.782454)
N (0.790649, 2.552079, -2.761164)
H (1.535719, 1.211509, -4.447074)
H (0.563519, -0.149631, -3.946254)
H (1.261139, 2.991559, -3.539364)
H (0.454029, 3.096569, -1.979934)
C (-2.174681, 6.777039, -0.139624)
O (-3.217561, 5.876369, 0.062536)
C (-2.709341, 4.620829, -0.263524)
C (-3.518131, 3.453959, 0.354836)
N (-3.002021, 2.180879, -0.126144)
C (-3.591151, 1.089979, 0.689736)
C (-3.404331, -0.213041, -0.170924)
O (-4.580551, -0.657141, -0.810754)
C (-4.297181, -1.013631, -2.118854)
H (-1.922841, 6.968359, -1.182734)
H (-1.202591, 6.479799, 0.253806)
H (-2.457551, 7.774839, 0.195756)
H (-1.660471, 4.501329, 0.007916)
H (-2.794571, 4.562079, -1.348594)
H (-4.582891, 3.679099, 0.294106)
H (-3.230311, 3.430499, 1.405886)
H (-3.378431, 2.006649, -1.047054)
H (-4.647291, 1.266659, 0.893316)
H (-3.125871, 0.978649, 1.669126)
H (-3.165681, -0.904941, 0.636796)
H (-2.542201, -0.183681, -0.837244)
H (-3.743851, -0.302111, -2.731774)
H (-5.207781, -1.360581, -2.607274)
H (-3.634971, -1.878331, -2.162074)
C (4.624009, -4.541421, -0.230524)
O (3.212549, -4.542131, -0.013624)
C (2.420829, -5.694711, -0.321154)
C (1.141509, -5.763281, 0.502386)
N (0.353179, -4.479711, 0.440676)
C (-0.651461, -4.485381, -0.673014)
C (-1.424281, -3.187201, -0.852594)
O (-0.497651, -2.099381, -1.088854)
C (-1.136031, -0.837871, -1.075554)
H (5.125209, -3.583111, -0.094344)
H (4.881669, -4.855761, -1.241914)
H (5.096599, -5.198171, 0.499846)
H (3.002549, -6.578301, -0.058534)
H (2.231569, -5.667301, -1.394254)
H (1.537559, -5.654261, 1.512016)
H (0.621609, -6.719931, 0.451126)
H (1.054359, -3.769941, 0.283616)
H (-1.443341, -5.205571, -0.467194)
H (-0.060821, -4.726791, -1.556744)
H (-1.915831, -3.064771, 0.112546)
H (-2.143361, -3.361841, -1.652914)
H (-1.719661, -0.654821, -0.173354)
H (-1.784601, -0.696681, -1.940144)
H (-0.275111, -0.170361, -1.112414)
C (3.235429, 1.340209, 1.980636)
O (1.982239, 1.868149, 2.199526)
C (1.083469, 1.556009, 1.164056)
C (0.806689, 0.064599, 0.927376)
N (0.506059, -0.625831, 2.188256)
C (0.591439, -2.064181, 2.188676)
C (2.059799, -2.439501, 2.206756)
O (2.752549, -1.935661, 3.379796)
C (4.142379, -2.228211, 3.332616)
H (3.201209, 0.257639, 2.103006)
H (3.904359, 1.604599, 2.799626)
H (3.620959, 1.714599, 1.032326)
H (1.323359, 2.014039, 0.204496)
H (0.096629, 1.892549, 1.481856)
H (1.697079, -0.399601, 0.503336)
H (0.003859, -0.027971, 0.195936)
H (1.067589, -0.293841, 2.959336)
H (0.060399, -2.309621, 1.268976)
H (0.018169, -2.417201, 3.045896)
H (2.556449, -2.149381, 1.280866)
H (2.031619, -3.528891, 2.229536)
H (4.740319, -1.792331, 4.132976)
H (4.715149, -2.124841, 2.411006)
H (4.292159, -3.307681, 3.353026)
O (-0.837181, 1.554869, -0.164634)
H (-1.679261, 1.959929, -0.372164)
H (-0.469851, 1.315469, -1.015504)

Atoms 1-2, force components in eV/Å:
C -1.118 -0.051 6.088
O -3.733 2.047 -2.195

Properties
ΔE to the lowest compared entry with this formula, charge and spin = 1789.9 kJ/mol
Energy = -50469.5528 eV
HOMO-LUMO gap = 0.279 hartree
HOMO = -0.26773 hartree
LUMO = 0.301 eV

In elementary charge units, the Löwdin charges are: -0.78 0.05 0.10 0.18 0.12 -0.16 0.13 0.12 -0.62 0.11 0.21 0.22 0.14 0.14 0.14 -0.01 -0.14 -0.14 -0.23 -0.14 -0.06 -0.10 -0.23 -0.13 -0.13 0.09 0.07 0.09 0.08 0.13 0.13 0.13 0.14 0.12 0.13 0.13 0.01 0.09 0.10 0.06 -0.09 -0.22 -0.21 -0.17 -0.05 -0.19 -0.19 -0.12 -0.20 0.08 0.08 0.08 0.12 0.12 0.10 0.12 0.06 0.12 0.11 0.13 0.11 0.07 0.11 0.01 -0.12 -0.14 -0.24 -0.16 -0.04 -0.19 -0.21 -0.17 -0.13 0.07 0.09 0.10 0.13 0.14 0.11 0.07 0.09 0.09 0.12 0.11 0.10 0.09 0.07 0.08 -0.07 -0.03 -0.22

=====

Record 2
Here is 8 unconnected molecules or ions with the total composition C20H56O8 at a distorted geometry from the Open Molecules 2025 dataset. Energies are from ωB97M-V/def2-TZVPD.

Element x y z (Å)
C (0.536045, -0.220462, 0.434231)
O (1.320826, -1.331210, 0.157371)
H (-0.502815, -0.411160, 0.164980)
H (0.605996, 0.093065, 1.475815)
H (0.784289, 0.599224, -0.240002)
H (1.278996, -1.403045, -0.799028)
C (0.623456, -2.365385, 3.233250)
O (1.336119, -3.138613, 2.303361)
H (0.204360, -3.066099, 3.955359)
H (1.347003, -1.710893, 3.719273)
H (-0.196322, -1.826889, 2.757766)
H (1.320521, -2.592825, 1.513753)
C (-1.664140, 2.512446, -1.968145)
C (-1.807351, 2.599155, -0.437898)
C (-2.360405, 3.953426, 0.077046)
O (-2.777570, 1.688304, -0.010846)
H (-2.604656, 2.540478, -2.518370)
H (-1.179784, 1.567100, -2.212734)
H (-0.998688, 3.312311, -2.292942)
H (-0.873978, 2.332287, 0.057773)
H (-1.661671, 4.755956, -0.159231)
H (-2.419262, 3.991599, 1.164785)
H (-3.304395, 4.362760, -0.282707)
H (-3.569774, 1.849422, -0.528574)
C (-1.925509, 1.242393, 3.495678)
C (-2.874481, 0.033436, 3.414812)
C (-4.268172, 0.366072, 3.852106)
O (-2.900817, -0.326484, 2.045574)
H (-2.351848, 2.145611, 3.059183)
H (-0.984455, 1.065193, 2.974993)
H (-1.715395, 1.462581, 4.542327)
H (-2.496920, -0.847176, 3.934513)
H (-4.315272, 0.682081, 4.894221)
H (-4.941989, -0.470487, 3.667048)
H (-4.668179, 1.173214, 3.238411)
H (-2.835210, 0.477389, 1.524928)
C (3.948229, -0.559207, -1.233419)
C (5.150779, 0.372180, -1.482466)
C (6.509372, -0.404586, -1.702554)
O (4.906513, 1.173765, -2.634280)
H (3.009182, -0.006334, -1.258320)
H (4.039559, -0.982108, -0.232961)
H (3.879477, -1.306668, -2.023789)
H (5.267327, 0.971772, -0.579693)
H (6.755455, -1.069210, -0.874413)
H (7.312029, 0.330502, -1.761539)
H (6.504650, -0.996970, -2.617519)
H (4.236471, 1.838440, -2.458610)
C (-4.257192, -3.281919, 0.038498)
C (-3.478591, -3.780549, 1.235205)
C (-1.923005, -3.698390, 1.098496)
O (-3.755586, -2.864213, 2.301521)
H (-5.331002, -3.274635, 0.225512)
H (-4.179170, -3.990950, -0.785693)
H (-3.903317, -2.296160, -0.263410)
H (-3.697274, -4.790515, 1.581969)
H (-1.346465, -4.011715, 1.968859)
H (-1.643609, -2.660644, 0.916524)
H (-1.556955, -4.190127, 0.197216)
H (-3.549091, -1.983258, 1.980772)
C (3.572414, 3.502142, 0.471664)
C (2.600501, 3.503789, -0.653376)
C (1.923966, 4.818458, -0.846593)
O (3.321149, 3.122429, -1.794862)
H (4.186532, 2.603448, 0.529106)
H (3.115018, 3.699507, 1.441169)
H (4.336373, 4.279353, 0.451705)
H (1.888499, 2.714065, -0.413605)
H (1.151234, 4.782374, -1.614489)
H (2.760918, 5.437403, -1.169863)
H (1.552731, 5.210512, 0.100287)
H (3.066077, 3.708208, -2.511381)
C (0.152939, -3.781256, -2.507004)
C (-0.021098, -2.559123, -3.390622)
C (-1.264738, -1.792511, -3.028063)
O (1.102350, -1.796779, -3.088703)
H (0.169503, -3.641006, -1.426190)
H (0.910393, -4.451941, -2.912641)
H (-0.787926, -4.311444, -2.654571)
H (-0.056915, -2.790794, -4.455117)
H (-1.364380, -0.797956, -3.462847)
H (-1.356199, -1.670048, -1.948826)
H (-2.110987, -2.413337, -3.322213)
H (1.095308, -1.008766, -3.636954)

Atoms 1-2, force components in eV/Å:
C -1.047 0.855 -0.436
O 0.320 -0.418 0.132

Properties
SMILES = CC(C)O.CC(C)O.CC(C)O.CC(C)O.CC(C)O.CC(C)O.CO.CO
ΔE to the lowest compared entry with this formula, charge and spin = 77.8 kJ/mol
Energy = -38026.4088 eV
HOMO-LUMO gap = 0.347 hartree
HOMO = -0.34029 hartree
LUMO = 0.194 eV

In elementary charge units, the Löwdin charges are: -0.16 -0.12 0.07 0.08 0.06 0.05 -0.18 -0.12 0.08 0.08 0.06 0.02 -0.03 -0.46 -0.05 -0.07 0.09 0.06 0.07 0.12 0.07 0.07 0.08 0.10 -0.04 -0.47 -0.05 -0.10 0.07 0.06 0.08 0.14 0.08 0.08 0.08 0.05 -0.05 -0.46 -0.04 -0.07 0.05 0.08 0.08 0.11 0.07 0.07 0.07 0.02 -0.06 -0.44 -0.04 -0.09 0.08 0.07 0.08 0.13 0.07 0.06 0.06 0.02 -0.05 -0.52 -0.04 -0.04 0.07 0.09 0.09 0.12 0.08 0.09 0.09 0.11 -0.04 -0.51 -0.05 -0.05 0.07 0.09 0.08 0.14 0.07 0.07 0.08 0.10

=====

Record 3
Here is 7 unconnected molecules or ions with the total composition C20H57N3O9 at a distorted geometry from the Open Molecules 2025 dataset. Energies are from ωB97M-V/def2-TZVPD.

Element x y z (Å)
C (-7.642187, 1.568321, 0.189493)
O (-6.216485, 1.803844, 0.283932)
C (-5.726940, 2.029020, 1.594283)
C (-4.189041, 2.196699, 1.550908)
N (-3.401399, 0.963846, 1.438844)
C (-3.523565, 0.120073, 2.635199)
C (-2.653080, -1.160714, 2.410389)
O (-3.195194, -1.994950, 1.383087)
C (-4.518722, -2.527113, 1.601578)
H (-7.821410, 0.555803, 0.551132)
H (-7.967979, 1.656621, -0.846926)
H (-8.130286, 2.341803, 0.782438)
H (-5.987792, 1.141640, 2.171010)
H (-6.142016, 2.981690, 1.923259)
H (-3.921685, 2.825977, 2.399811)
H (-4.011854, 2.844888, 0.692681)
H (-3.796789, 0.369774, 0.724117)
H (-4.532333, -0.266928, 2.779129)
H (-3.247178, 0.664850, 3.537923)
H (-2.644773, -1.861848, 3.244920)
H (-1.595210, -1.069779, 2.163881)
H (-4.540765, -2.987151, 2.589490)
H (-4.728751, -3.339706, 0.906102)
H (-5.368663, -1.844976, 1.581807)
C (2.241896, -0.484320, 1.548440)
O (3.505544, -0.617589, 2.128906)
C (3.808689, -1.886303, 2.613962)
C (5.252448, -1.827550, 3.191095)
N (6.277188, -1.762456, 2.113831)
C (7.669506, -1.900257, 2.505568)
C (8.593722, -1.868810, 1.233336)
O (9.928741, -1.781320, 1.619487)
C (10.838630, -1.847707, 0.523280)
H (2.154116, 0.489470, 1.066637)
H (1.430805, -0.588272, 2.269147)
H (2.041120, -1.142403, 0.703024)
H (3.640963, -2.675088, 1.880620)
H (3.131278, -2.154952, 3.424546)
H (5.446273, -2.676702, 3.846443)
H (5.438360, -0.976647, 3.846443)
H (6.136965, -0.831103, 1.749120)
H (7.933550, -2.776466, 3.097709)
H (7.982594, -1.093132, 3.167871)
H (8.353817, -1.004228, 0.614428)
H (8.443515, -2.792861, 0.675063)
H (10.839320, -2.815690, 0.022175)
H (11.855546, -1.764606, 0.906777)
H (10.740919, -1.037245, -0.199005)
C (1.413401, 1.550111, -3.818848)
O (1.907060, 2.816502, -3.550406)
H (0.329288, 1.654491, -3.775306)
H (1.758088, 1.126239, -4.762048)
H (1.609253, 0.868537, -2.991081)
H (1.673164, 3.114891, -2.668445)
C (-3.726064, 1.367155, -1.977248)
O (-4.577182, 2.429719, -1.622604)
H (-3.393428, 1.424983, -3.013642)
H (-2.844140, 1.507122, -1.352182)
H (-4.191546, 0.389991, -1.848429)
H (-4.858963, 2.231124, -0.726638)
C (-0.409901, 1.834734, -0.115574)
O (-0.771374, 1.144031, 1.066749)
H (-0.474725, 1.359146, -1.094194)
H (-0.864934, 2.820606, -0.210958)
H (0.652547, 2.059570, -0.021987)
H (-1.725395, 1.223038, 1.138863)
C (0.631608, 5.408455, -0.931650)
O (1.386096, 4.259774, -1.098838)
H (1.072926, 6.394960, -1.073642)
H (-0.302447, 5.300927, -1.483084)
H (0.440762, 5.378901, 0.141105)
H (2.109857, 4.289030, -0.468837)
C (-1.008339, -2.296052, -0.979420)
C (-2.037799, -1.641674, -1.888576)
C (-1.812732, -1.705144, -3.350363)
O (-0.527290, -1.217498, -3.763750)
C (-0.359939, -1.178454, -5.158191)
N (-3.307234, -2.249907, -1.475746)
H (-1.119842, -3.380267, -0.991095)
H (-1.010656, -2.051428, 0.082768)
H (0.013670, -2.026400, -1.245672)
H (-2.113510, -0.579457, -1.656079)
H (-2.573000, -1.059281, -3.789622)
H (-1.882322, -2.742876, -3.676502)
H (0.706827, -0.990210, -5.279379)
H (-0.920360, -0.356754, -5.604112)
H (-0.612271, -2.132534, -5.620956)
H (-3.238430, -3.229838, -1.710522)
H (-3.222135, -2.311713, -0.471244)

Atoms 1-2, force components in eV/Å:
C 1.312 0.270 0.365
O -0.418 -0.237 -0.473

Properties
SMILES = COC[C@H](C)N.COCCNCCOC.COCCNCCOC.CO.CO.CO.CO
ΔE to the lowest compared entry with this formula, charge and spin = 0.0 kJ/mol
Energy = -44555.5691 eV
HOMO-LUMO gap = 0.336 hartree
HOMO = -0.31745 hartree
LUMO = 0.511 eV

In elementary charge units, the Löwdin charges are: -0.04 -0.25 -0.19 -0.16 -0.05 -0.15 -0.16 -0.26 -0.08 0.09 0.10 0.09 0.11 0.13 0.13 0.11 0.11 0.09 0.13 0.12 0.11 0.09 0.09 0.08 -0.11 -0.18 -0.23 -0.18 -0.07 -0.20 -0.23 -0.19 -0.11 0.08 0.09 0.09 0.12 0.11 0.11 0.11 0.10 0.12 0.11 0.12 0.12 0.08 0.08 0.08 -0.19 -0.12 0.07 0.08 0.08 0.03 -0.17 -0.13 0.08 0.05 0.07 -0.01 -0.17 -0.13 0.07 0.07 0.05 -0.01 -0.16 -0.13 0.08 0.09 0.08 0.10 -0.04 -0.43 -0.19 -0.20 -0.12 0.05 0.09 0.06 0.07 0.10 0.13 0.13 0.08 0.09 0.09 0.07 0.01

=====

What is the formula in the first record? C20H55N7O9